1.
# C2H6NO2S

A cluster of 2 separate species, C2H6NO2S in total in a non-equilibrium geometry (wB97M-V/def2-TZVPD, OMol25).

Geometry as XYZ:
```
12
Properties=species:S:1:pos:R:3:mulliken_charge:R:1
C -2.5625 0.8252 -0.6410 -0.33
C 1.7979 -1.3600 -0.0365 -0.84
N -1.7880 0.9194 0.3741 -0.61
O 0.5932 1.0603 -0.0222 -0.61
O 2.1606 0.4546 2.0611 -0.68
S 1.0067 0.0502 1.0314 0.48
H -2.2906 0.7372 -1.8115 0.17
H -0.7992 1.4075 0.0632 0.42
H -3.6391 0.8711 -0.4866 0.26
H 2.8248 -1.1760 -0.3949 0.27
H 1.5547 -2.2266 0.7392 0.22
H 1.1416 -1.5630 -0.8762 0.27
```

Calculated values
net charge = -1
HOMO = -3.4 eV
Kohn-Sham gap = 7.5309 eV

2.
# C2H6NO2S

A cluster of 2 separate species, C2H6NO2S in total in a non-equilibrium geometry (wB97M-V/def2-TZVPD, OMol25).

Geometry as XYZ:
```
12
Properties=species:S:1:pos:R:3:mulliken_charge:R:1
C -0.5227 0.1404 0.2307 0.53
C 0.6907 -0.4873 -0.1685 -0.40
N 1.9189 0.4116 -0.2861 -0.41
O -0.8796 1.2770 0.4458 -0.40
O -2.2163 -0.9575 0.1191 -0.41
S -3.3879 -0.0401 -0.0984 0.12
H 0.5797 -0.9687 -1.1251 0.31
H 1.0206 -1.1655 0.6651 0.31
H 1.6413 1.1782 -1.0800 0.42
H 2.6624 -0.3058 -0.4577 0.39
H 2.3521 0.9618 0.5330 0.37
H -3.8593 -0.0439 1.2220 0.18
```

Calculated values
net charge = +1
HOMO (alpha / beta) = -11.8 / -12.0 eV
Kohn-Sham gap (alpha / beta) = 7.1469 / 7.4144 eV

3.
# C2H6NO2S2

A structure of composition C2H6NO2S2 in a non-equilibrium geometry (wB97M-V/def2-TZVPD, OMol25).

Geometry as XYZ:
```
13
Properties=species:S:1:pos:R:3:mulliken_charge:R:1
C -1.1617 3.3089 0.3732 -0.76
S -0.6177 2.4465 1.8716 -0.26
S 0.2305 0.6662 0.9007 0.03
H -0.3206 3.3290 -0.3225 0.26
H -1.4740 4.3246 0.6024 0.27
H -1.9762 2.7976 -0.1465 0.26
H -0.9080 0.0246 1.1425 0.13
N 0.7155 -3.1082 -1.4317 -0.58
C 1.1629 -2.3531 -0.2415 0.54
O 1.9796 -2.8818 0.5159 -0.68
O 0.6705 -1.2050 -0.1802 -0.69
H 1.5315 -3.4419 -1.9186 0.25
H 0.1678 -3.9074 -1.1654 0.22
```

Calculated values
net charge = -1
HOMO = -4.3 eV
Kohn-Sham gap = 7.5872 eV

4.
# C2H6NO3

A cluster of 2 separate species, C2H6NO3 in total in a non-equilibrium geometry (wB97M-V/def2-TZVPD, OMol25).

Geometry as XYZ:
```
12
Properties=species:S:1:pos:R:3:mulliken_charge:R:1
C -1.6296 2.1989 -0.1884 -0.64
N -1.0015 1.8753 1.1438 -0.36
C 0.5141 2.1913 1.2201 0.58
O 0.8331 2.1255 2.4635 -0.76
O 0.9823 2.4321 0.1096 -0.67
H -1.9202 3.2620 -0.3325 0.20
H -0.9240 1.8651 -1.0061 0.25
H -2.6747 1.6438 -0.3565 0.20
H -1.6659 2.2806 1.8714 0.20
H 2.3084 -6.5358 -0.9217 0.32
H 2.3070 -6.5459 -2.3496 0.31
O 2.8710 -6.7930 -1.6536 -0.63
```

Calculated values
net charge = -1
HOMO = -3.9 eV
Kohn-Sham gap = 6.5210 eV

5.
# C2H6NO3P

An isolated molecule of C2H6NO3P in a non-equilibrium geometry (wB97M-V/def2-TZVPD, OMol25).

Geometry as XYZ:
```
13
Properties=species:S:1:pos:R:3:mulliken_charge:R:1
C -0.0208 -1.6613 -0.6422 -0.75
C 0.6130 1.4839 0.6474 -1.17
N 1.0327 -1.2445 0.2579 0.49
O 1.7404 -2.0283 0.8208 -0.32
O 1.5925 0.3728 -1.6988 -0.66
O 3.1416 0.5788 0.3646 -0.64
P 1.8317 0.5282 -0.2605 0.94
H -0.2869 -1.0178 -1.5192 0.30
H -0.9950 -1.7165 0.0528 0.30
H 0.1169 -2.7632 -1.0104 0.32
H 0.6720 2.6033 0.5724 0.36
H -0.4792 1.4260 0.5113 0.36
H 0.6136 1.4721 1.6665 0.46
```

Calculated values
HOMO (alpha / beta) = -10.6 / -10.6 eV
Kohn-Sham gap (alpha / beta) = 8.3907 / 8.3895 eV

6.
# C2H6NP

A structure of composition C2H6NP in a non-equilibrium geometry (wB97M-V/def2-TZVPD, OMol25).

Geometry as XYZ:
```
10
Properties=species:S:1:pos:R:3:mulliken_charge:R:1
C 0.7437 0.2581 0.9369 -0.96
C -0.8328 0.2519 -0.1638 -0.31
N -0.6074 -0.2525 -1.3804 -0.16
P 0.2420 -1.3796 -2.0547 -0.05
H 1.3084 -0.4803 0.5582 0.38
H 0.9298 1.3253 0.7349 0.26
H 0.4437 0.1025 1.9311 0.28
H -1.0450 1.2682 -0.1464 0.29
H -1.6493 -0.3985 0.2447 0.22
H -0.4558 -1.3994 -3.4473 0.06
```

Calculated values
HOMO = -8.1 eV
Kohn-Sham gap = 7.7702 eV

7.
# C2H6NP

A structure of composition C2H6NP in a non-equilibrium geometry (wB97M-V/def2-TZVPD, OMol25).

Geometry as XYZ:
```
10
Properties=species:S:1:pos:R:3:mulliken_charge:R:1
C 0.0836 -1.0469 0.9305 -0.09
C 0.5991 -0.0608 -0.7347 -0.80
N -0.9930 -0.8102 1.3897 -0.41
P -1.1114 0.7068 -0.8094 -0.06
H 0.9037 -1.6506 1.3541 0.33
H 1.3223 0.6281 -0.4322 0.36
H 1.0465 -0.8328 -1.3602 0.39
H -1.3260 -1.0453 2.3196 0.24
H -0.7228 1.7242 -1.7871 0.03
H -0.4829 1.7276 -0.0058 0.02
```

Calculated values
HOMO = -8.8 eV
Kohn-Sham gap = 9.8938 eV

8.
# C2H6NP

A cluster of 2 separate species, C2H6NP in total in a non-equilibrium geometry (wB97M-V/def2-TZVPD, OMol25).

Geometry as XYZ:
```
10
Properties=species:S:1:pos:R:3:mulliken_charge:R:1
C 0.8281 0.5487 0.9182 -0.25
C -0.3946 -0.4735 -1.4507 -0.96
N -0.4407 0.1363 1.1780 -0.43
P 0.3269 -1.0960 0.1346 0.09
H 0.8123 1.4333 0.2230 0.26
H 1.7017 0.2902 1.6602 0.26
H 0.3344 -0.7251 -2.2084 0.32
H -0.6060 0.5498 -1.6950 0.35
H -1.1778 -1.1553 -1.6336 0.30
H -0.8485 -1.0172 2.8775 0.06
```

Calculated values
HOMO (alpha / beta) = -8.9 / -8.9 eV
Kohn-Sham gap (alpha / beta) = 8.1267 / 8.7980 eV

9.
# C2H6NS

A structure of composition C2H6NS in a non-equilibrium geometry (wB97M-V/def2-TZVPD, OMol25).

Geometry as XYZ:
```
10
Properties=species:S:1:pos:R:3:mulliken_charge:R:1
S -1.6531 2.1461 0.5573 -0.33
H -2.4688 2.5328 1.5356 0.18
C 1.4845 -1.0708 -0.8060 -0.76
C 0.5801 -0.1741 -0.3631 0.15
N -0.4013 -0.4458 0.5965 -0.41
H 1.6328 -2.0601 -0.3192 0.25
H 2.1132 -0.8647 -1.7172 0.22
H 0.5483 0.8360 -0.8044 0.16
H -0.8293 -1.3815 0.4783 0.24
H -1.0066 0.4821 0.8421 0.30
```

Calculated values
spin multiplicity = 2
HOMO (alpha / beta) = -8.6 / -8.2 eV
Kohn-Sham gap (alpha / beta) = 9.4813 / 5.1372 eV

10.
# C2H6NS

A cluster of 2 separate species, C2H6NS in total in a non-equilibrium geometry (wB97M-V/def2-TZVPD, OMol25).

Geometry as XYZ:
```
10
Properties=species:S:1:pos:R:3:mulliken_charge:R:1
C 0.8457 -1.0668 -0.2807 -0.70
C 0.2024 0.0503 0.4183 -0.10
N -0.8903 0.8411 -0.1905 -0.27
S 1.8566 0.4231 0.0319 0.02
H 1.1297 -1.9438 0.2870 0.27
H 0.6005 -1.2790 -1.3152 0.30
H -0.2858 -0.1447 2.0709 0.35
H -0.7839 0.8732 -1.2208 0.37
H -0.8594 1.8104 0.1631 0.38
H -1.8155 0.4362 0.0360 0.38
```

Calculated values
net charge = +1
HOMO = -14.0 eV
Kohn-Sham gap = 9.5098 eV

11.
# C2H6O2

A cluster of 2 separate species, C2H6O2 in total in a non-equilibrium geometry (wB97M-V/def2-TZVPD, OMol25).

Geometry as XYZ:
```
10
Properties=species:S:1:pos:R:3:mulliken_charge:R:1
O 0.6235 1.7251 0.9137 -0.41
C 1.2417 0.7231 1.1353 0.25
O 0.6595 -0.6088 1.0969 -0.43
H 2.3194 0.8338 1.5928 0.28
H -0.2958 -0.3934 1.1363 0.32
C -1.9722 -1.3250 -2.5503 -0.83
H -3.0272 -1.6837 -2.4070 0.24
H -1.7489 -0.4062 -3.0970 0.22
H -1.6674 -2.2102 -3.2180 0.23
H -1.4611 -1.4589 -1.6013 0.14
```

Calculated values
SMILES = O=CO.C
HOMO = -11.2 eV
Kohn-Sham gap = 11.9397 eV

12.
# C2H6O2

An isolated molecule of C2H6O2 in a non-equilibrium geometry (wB97M-V/def2-TZVPD, OMol25).

Geometry as XYZ:
```
10
Properties=species:S:1:pos:R:3:mulliken_charge:R:1
C -1.0197 0.1285 -0.0493 -1.08
C 0.4045 -0.0581 0.4933 0.29
O 1.3142 0.9790 0.1435 -0.49
O 0.8937 -1.2642 0.0580 -0.49
H -1.0169 -0.0369 -1.2012 0.30
H -1.8352 -0.5320 0.3043 0.32
H -1.2177 1.1714 0.1502 0.29
H 0.4220 0.0096 1.5854 0.26
H 1.6951 0.9521 -0.7313 0.28
H 0.3600 -1.3494 -0.7528 0.33
```

Calculated values
SMILES = CC(O)O
HOMO = -10.6 eV
Kohn-Sham gap = 11.4891 eV

It is found that the energy values, taken in the order of the records, are -18589.86754 -18580.36393 -29428.34237 -9804.69158 -19090.48617 -12946.87380 -12946.63327 -12944.37614 -14493.64098 -14486.37742 -6265.50438 -6265.66153 eV.
It is found that the energy above the lowest of the compared OMol25 structures with the same formula, charge and spin values, taken in the order of the records, are 4.370 2.966 1.490 1.509 3.740 1.858 2.098 4.356 1.590 2.337 0.750 0.593 eV.